Entry 1:
Density functional theory data (the ωB97M-V functional and the def2-TZVPD basis) for a cluster of 2 separate species, C4H5N2O3S in total.

Structure (XYZ):
```
15
Properties=species:S:1:pos:R:3:nbo_charge:R:1
C -2.40338 -1.17297 0.04639 -0.1243
C -2.40300 0.12312 -0.41549 -0.1499
C -0.40016 -0.52194 0.11610 0.3089
C 1.81055 -0.51674 0.07937 -0.0457
N -1.13893 -1.55657 0.37340 -0.5684
N -1.06473 0.52159 -0.41424 -0.5950
O 2.60379 1.79982 0.69274 -1.0334
O 1.05109 1.50900 -1.36204 -1.0343
O 2.10787 -0.50505 1.37011 -0.7137
S 2.27176 1.07401 -0.61870 1.4322
H -3.12665 -1.89356 0.17137 0.1819
H -3.10675 0.78353 -0.66602 0.1838
H 2.01663 -1.47735 -0.32770 0.1897
H -0.45321 1.30312 -0.63989 0.4679
H 2.23511 0.53000 1.59460 0.5003
```

As for the net charge: -1. As for the gap between HOMO and LUMO: 7.90 eV. The value obtained for the total energy is -24185.4932 eV. Its molar mass is 161.2 u. For the LUMO energy, the calculation gives 3.76 eV. Its spin multiplicity is 1. As for the HOMO energy: -0.15217 Eh.

Entry 2:
Density functional theory data (the ωB97M-V functional and the def2-TZVPD basis) for a structure of composition C53H48Cl2P4S3Ti.

Structure (XYZ):
```
111
Properties=species:S:1:pos:R:3:lowdin_charge:R:1
Ti 11.29401 10.05829 12.77175 -0.2365
S 9.77618 11.90219 14.29523 0.3673
P 10.47493 13.02590 12.93200 0.3981
C 11.74588 11.99717 12.18288 -0.6996
P 12.81767 11.76372 10.82315 0.5029
S 13.14786 9.73620 11.08898 0.2445
C 14.26747 12.97959 10.82785 -0.2561
C 14.43123 14.11605 11.62079 -0.1305
C 15.41009 15.01161 11.37717 -0.1274
C 16.27556 14.60015 10.35750 -0.1340
C 16.36011 13.40075 9.72555 -0.1198
C 15.25585 12.65073 9.89082 -0.1152
C 12.17941 11.97610 9.09800 -0.3201
C 11.27335 12.95223 8.78857 -0.1302
C 10.75844 13.04001 7.47730 -0.0690
C 11.33323 12.27614 6.40620 -0.0827
C 12.32870 11.30320 6.69999 -0.1357
C 12.68968 11.01014 8.07468 -0.0757
C 11.01223 14.66350 13.72962 -0.4100
C 10.88438 14.72988 15.10576 -0.1238
C 11.62778 15.76364 15.81734 -0.1953
C 12.44114 16.57822 15.29112 -0.0954
C 12.49200 16.49908 13.72098 -0.0174
C 11.52676 15.73628 13.02469 -0.1238
C 9.20608 13.71418 11.63300 -0.2986
C 8.81074 12.88418 10.50874 -0.1212
C 7.82185 13.11018 9.65762 -0.1164
C 7.33030 14.52528 9.63327 -0.0219
C 7.83759 15.27064 10.76626 -0.0932
C 8.60969 14.86038 11.91161 -0.1156
H 13.62135 14.33963 12.27258 0.0628
H 15.45468 15.97791 11.94781 0.1034
H 16.98331 15.35959 10.08452 0.0873
H 17.22230 13.15126 9.13968 0.0442
H 15.28180 11.62334 9.51761 0.0997
H 10.86969 13.72270 9.34833 0.0799
H 9.99494 13.77162 7.38348 0.0847
H 11.06826 12.47120 5.42960 0.0601
H 12.76939 10.73367 5.98499 0.0454
H 13.49487 10.08557 8.11933 0.1398
H 10.00495 13.81958 15.45731 0.0953
H 11.29407 15.48494 16.75265 0.0732
H 13.19241 17.25426 15.69748 0.0966
H 13.20910 17.27575 13.35612 0.0882
H 11.87888 15.46448 12.01381 0.1019
H 9.54581 11.96189 10.36238 0.0997
H 7.92537 12.98298 8.70594 -0.0238
H 7.02316 15.01380 8.82559 0.0324
H 7.48091 16.35753 10.80895 0.0918
H 8.71853 15.22336 12.97512 0.1281
C 17.08343 12.21201 15.47970 -0.3037
C 18.10932 13.47380 15.39584 -0.3444
P 17.21417 14.31582 13.95504 1.1350
C 18.07706 15.90320 14.55434 -0.4225
C 19.29119 15.99515 15.05262 -0.0985
C 19.86978 17.28993 14.99600 -0.0765
C 19.17043 18.42135 14.79949 -0.0761
C 18.03891 18.21068 14.03744 -0.0894
C 17.47592 17.01161 14.06843 -0.1591
C 15.60809 14.21656 14.99308 -0.2929
C 14.55761 13.15225 14.69230 -0.1149
C 13.36849 13.09731 15.30360 -0.0416
C 13.66504 13.79883 16.56168 -0.1423
C 14.39832 14.89043 16.89982 -0.1924
C 15.35852 15.07878 16.11090 -0.1877
C 17.13090 11.10004 14.67484 -0.0568
P 12.78967 8.45849 14.40703 0.8622
C 12.55076 6.88896 13.56513 -0.4842
C 12.80205 5.74974 14.20041 -0.2291
C 13.10302 4.42525 13.84435 -0.0177
C 12.65185 4.22020 12.36328 -0.0590
C 12.18143 5.33100 11.69025 -0.1674
C 12.17320 6.54339 12.15751 -0.1014
C 11.29042 8.71808 15.40100 -0.4961
C 9.98566 8.14261 15.35693 -0.2148
C 8.93000 8.35498 15.95278 -0.2139
C 8.81212 9.18563 16.96689 -0.1684
C 9.97039 9.73688 17.39290 -0.0942
C 11.08255 9.65313 16.44356 -0.1710
H 16.25046 12.24835 16.19733 0.0834
H 18.25946 13.70792 7.19373 0.0729
H 19.09266 13.15496 15.22302 0.0341
H 18.14014 14.03616 16.35290 0.0824
H 19.92200 15.17992 15.23043 0.0851
H 20.86354 17.35170 15.34914 0.0874
H 19.64290 19.29577 14.85039 0.0609
H 17.62532 19.00805 13.52482 0.0887
H 16.48332 16.99280 13.57730 0.1029
H 14.43612 12.61296 13.82666 0.0662
H 12.87532 12.06275 15.36922 0.1432
H 12.70510 13.64486 17.11310 0.0994
H 13.55932 15.42245 17.80571 0.2102
H 16.31224 15.69347 16.40062 0.1371
H 16.37487 10.12594 15.05272 0.1353
H 17.75656 11.22765 13.68149 0.0775
H 13.27712 5.95304 15.23782 0.0979
H 13.57079 3.75174 14.42651 0.0261
H 12.40999 3.28555 11.99718 0.0415
H 11.97469 4.92124 10.69836 0.1051
H 11.98199 7.46194 11.66970 -0.0193
H 10.22049 7.31258 14.87353 0.0580
H 8.19865 7.49340 15.73943 0.1523
H 7.75209 9.41976 16.93017 0.1069
H 10.16711 10.16062 18.34914 0.0728
H 12.09938 9.91288 16.78922 0.0760
S 9.61562 9.23946 11.84297 -0.0415
Cl 7.59928 10.65858 7.55415 0.5266
C 9.04134 9.88913 8.18536 -0.9178
Cl 9.89874 9.10425 6.73404 0.4293
H 8.81326 9.10309 8.89003 -0.0124
H 9.70901 10.67589 8.61748 0.0124
```

As for the net charge: -2. Its expectation value of S² is 2.010. As for the gap between HOMO and LUMO (alpha / beta): 4.13 / 4.67 eV. The value obtained for the total energy is -173537.3338 eV. Its molar mass is 1023.8 u. For the LUMO energy (alpha / beta), the calculation gives 3.46 / 3.27 eV. Its spin multiplicity is 3. As for the HOMO energy (alpha / beta): -0.02440 / -0.05140 Eh.

The following maximum force values (in Eh/bohr) correspond, in order, to the records above: 0.0963; 0.2279.